Density functional theory data (the ωB97M-V functional and the def2-TZVPD basis) for an isolated molecule of C4H6ClN in a non-equilibrium geometry.

Each line ends with the Löwdin charge.
Atoms and positions in Å:
C (0.729221, -1.145461, -0.744427)  -0.315
C (-0.986999, 0.526195, -0.947413)  -0.057
C (0.692304, 0.373212, 1.131705)  -0.120
C (-0.121098, -0.359693, 0.120138)  -0.847
N (1.416930, -1.748003, -1.431889)  0.182
Cl (-1.261470, -1.549831, 0.926590)  0.623
H (-1.730929, 1.041096, -0.399831)  0.054
H (-0.403855, 1.408871, -1.141280)  0.071
H (-1.411067, 0.011804, -1.807789)  0.090
H (0.283975, 0.439721, 2.197893)  0.097
H (1.109321, 1.309217, 0.756341)  0.079
H (1.683668, -0.307128, 1.339962)  0.141

Forces on the atoms, in the same order (eV/Å):
C 0.3 -0.4 0.1
C 1.1 -0.1 2.2
C 3.1 -1.5 2.7
C -2.4 0.1 -2.1
N 0.3 -0.2 -0.3
Cl 0.3 0.4 -0.1
H -1.5 -0.1 0.8
H 0.9 0.0 -1.1
H 0.4 -0.1 0.2
H 0.0 0.3 -1.9
H -0.4 0.1 0.1
H -2.3 1.6 -0.5

Values from the calculation:
Orbital gap in eV: 11.977
SMILES string: CC(C)(Cl)C#N
HOMO in eV: -11.27
E in Eh: -670.92159
Energy above the lowest of the compared OMol25 structures with the same formula, charge and spin in kJ/mol: 70.9